Entry 1:
Formula: C18H25AsBCrF6N3O9S2Sb
Source: the OMol25 dataset
Level of theory: the ωB97M-V functional and the def2-TZVPD basis

Geometry as XYZ:
```
67
C18H25AsBCrF6N3O9S2Sb the ωB97M-V functional and the def2-TZVPD basis
Cr -0.216 -0.208 0.033
O -0.360 2.932 1.732
As 0.145 1.598 2.748
O -0.447 1.732 4.255
O -0.293 0.248 1.849
C 2.090 1.789 2.845
C 2.491 2.271 4.086
C 3.825 2.553 4.350
C 4.784 2.357 3.373
C 4.409 1.864 2.131
C 3.078 1.578 1.879
S 2.716 0.923 0.276
O 3.926 0.751 -0.455
O 1.760 1.944 -0.337
O 1.919 -0.279 0.479
H -0.763 3.610 2.287
H 1.733 2.419 4.844
H 4.108 2.932 5.324
H 5.824 2.586 3.567
H 5.134 1.709 1.345
F -1.386 0.826 -0.882
Sb 2.173 3.817 -1.114
F 2.656 2.932 -2.717
F 0.381 3.820 -1.667
F 2.500 5.495 -1.899
F 1.730 4.592 0.538
F 3.950 3.674 -0.504
C 0.743 -5.081 -1.988
C 0.051 -4.425 -0.810
C -1.217 -5.181 -0.439
O -0.338 -3.084 -1.198
B -0.229 -2.316 -0.054
O 0.367 -2.971 0.995
C 0.972 -4.154 0.418
C 2.392 -3.772 0.017
C 0.981 -5.250 1.463
H 0.022 -5.236 -2.792
H 1.149 -6.053 -1.700
H 1.551 -4.457 -2.366
H -1.921 -5.121 -1.269
H -1.695 -4.759 0.446
H -1.006 -6.233 -0.238
H 2.384 -2.978 -0.732
H 2.942 -4.630 -0.373
H 2.910 -3.392 0.898
H -0.014 -5.418 1.873
H 1.643 -4.964 2.280
H 1.349 -6.184 1.033
O 0.675 -0.536 -1.810
S 0.312 -0.808 -3.261
C -1.205 0.094 -3.658
C -0.791 1.541 -3.888
C 0.452 1.468 -4.768
C 1.349 0.382 -4.172
H -1.897 -0.058 -2.833
H -1.587 -0.379 -4.567
H -0.565 2.004 -2.929
H -1.596 2.109 -4.357
H 0.990 2.415 -4.794
H 0.172 1.204 -5.792
H 2.010 0.781 -3.401
H 1.940 -0.162 -4.907
N -4.451 -4.535 1.961
C -4.140 -3.646 1.290
N -3.871 -2.646 0.462
C -2.761 -2.054 0.436
N -1.761 -1.445 0.332
```

Total charge ... -1
2S+1 ... 3
Highest occupied orbital energy (alpha / beta) ... -6.716 / -5.679 eV
Orbital gap (alpha / beta) ... 8.73 / 7.69 eV
E_tot ... -176428.134 eV
Strongest force on any atom ... 0.66 eV/Å
Molecular weight ... 865.02 g/mol
⟨S²⟩ ... 2.089

***

Entry 2:
Formula: C18H25AsBHgN8O
Source: the OMol25 dataset
Level of theory: the ωB97M-V functional and the def2-TZVPD basis

Geometry as XYZ:
```
55
C18H25AsBHgN8O the ωB97M-V functional and the def2-TZVPD basis
Hg -1.365 0.783 -1.176
C 0.373 3.855 1.899
C 0.353 3.342 0.600
N -0.747 2.630 0.392
N -1.453 2.663 1.538
C -0.804 3.394 2.456
B -2.869 2.041 1.633
N -2.807 0.484 1.688
C -2.854 -0.284 2.785
C -2.975 -1.604 2.397
C -3.002 -1.539 1.002
N -2.901 -0.284 0.578
N -3.712 2.478 0.428
C -4.866 3.166 0.438
C -5.259 3.387 -0.865
C -4.253 2.783 -1.627
N -3.334 2.243 -0.842
H 1.120 4.477 2.358
H 1.071 3.467 -0.195
H -1.236 3.551 3.428
H -3.380 2.438 2.648
H -2.828 0.162 3.764
H -3.059 -2.471 3.027
H -3.136 -2.335 0.287
H -5.315 3.452 1.372
H -6.132 3.909 -1.210
H -4.156 2.715 -2.698
N 4.023 -2.756 -3.433
C 3.406 -3.848 -2.911
O 3.834 -4.974 -3.053
C 2.147 -3.583 -2.141
C 1.759 -4.489 -1.162
C 0.617 -4.221 -0.434
C -0.106 -3.071 -0.725
N 0.225 -2.216 -1.690
C 1.334 -2.483 -2.375
H 4.892 -2.903 -3.921
H 3.774 -1.823 -3.156
H 2.363 -5.369 -0.988
H 0.285 -4.883 0.353
H -0.991 -2.822 -0.155
H 1.563 -1.795 -3.182
C 3.093 0.514 -1.459
As 2.073 0.325 0.213
C 3.292 1.424 1.288
C 2.790 -1.396 0.820
H 4.116 0.153 -1.334
H 3.128 1.573 -1.723
H 2.600 -0.010 -2.277
H 4.313 1.049 1.200
H 2.982 1.395 2.331
H 3.256 2.458 0.949
H 3.830 -1.522 0.518
H 2.194 -2.219 0.435
H 2.733 -1.414 1.909
```

Total charge ... 0
2S+1 ... 2
Highest occupied orbital energy (alpha / beta) ... -7.424 / -8.618 eV
Orbital gap (alpha / beta) ... 7.81 / 7.35 eV
E_tot ... -98730.375 eV
Strongest force on any atom ... 0.29 eV/Å
Molecular weight ... 655.78 g/mol
⟨S²⟩ ... 0.753

***

Q: Which value of molecular weight does entry 1 give?
A: 865.02 g/mol